(1)
36
Properties=species:S:1:pos:R:3:forces:R:3:lowdin_charge:R:1 method="wB97M-V/def2-TZVPD" homo_lumo_gap_ev=10.36 smiles=O.O.O.O.O.O.O.O.O.O.O.O e_lumo_ev=-0.2 total_charge=0
O 0.332 0.477 0.130 -0.374 -0.214 0.203 -0.05
H 0.556 -0.349 -0.313 0.299 0.281 -0.162 0.00
H -0.312 0.218 0.799 -0.063 0.107 -0.014 0.03
O 3.125 1.230 -0.479 0.240 -0.074 0.090 -0.05
H 3.861 0.630 -0.311 -0.090 0.309 -0.236 0.01
H 3.383 2.047 -0.037 0.022 -0.070 0.010 0.04
O 3.883 -3.097 0.725 0.186 0.241 0.026 -0.05
H 4.172 -2.340 0.204 -0.071 -0.168 -0.040 0.02
H 4.278 -2.950 1.592 -0.089 -0.097 0.001 0.03
O -2.038 -2.839 -1.751 0.343 -0.169 -0.142 -0.05
H -1.375 -3.008 -2.430 -0.187 -0.051 -0.055 0.04
H -1.602 -2.229 -1.145 -0.494 0.025 -0.068 0.00
O 0.258 -3.053 0.144 0.054 0.342 -0.002 -0.04
H 0.203 -2.736 -0.764 0.123 -0.270 0.078 0.01
H 0.061 -2.274 0.677 0.113 -0.154 0.156 0.03
O -3.368 -0.251 -2.232 0.161 0.172 -0.223 -0.06
H -2.879 0.569 -2.105 -0.240 0.087 0.152 0.01
H -3.723 -0.176 -3.126 -0.007 -0.070 0.125 0.04
O -4.353 -1.302 1.769 -0.032 -0.206 -0.012 -0.06
H -3.677 -1.932 2.044 -0.073 0.093 -0.024 0.03
H -5.139 -1.575 2.256 0.083 0.104 -0.043 0.03
O -3.391 2.804 -1.087 0.224 0.125 0.045 -0.05
H -2.492 3.109 -1.250 -0.032 0.003 -0.017 0.04
H -3.653 3.263 -0.281 -0.082 -0.115 -0.076 0.04
O 2.099 -0.113 -2.901 -0.167 -0.306 -0.045 -0.05
H 2.454 -1.009 -2.869 0.036 0.068 -0.059 0.03
H 1.399 -0.162 -3.562 0.044 0.069 0.003 0.04
O -3.228 0.726 3.779 0.293 0.143 0.112 -0.06
H -2.499 0.884 4.389 -0.093 0.007 0.024 0.03
H -3.003 1.252 3.004 -0.161 -0.152 -0.030 0.03
O 1.600 4.910 -0.278 -0.147 -0.019 0.136 -0.06
H 0.708 5.274 -0.292 0.125 0.005 -0.040 0.03
H 1.559 4.215 0.388 0.011 -0.003 -0.087 0.03
O 4.777 0.426 2.104 0.153 -0.187 -0.107 -0.05
H 5.592 0.030 2.431 -0.007 0.104 0.049 0.04
H 4.569 -0.085 1.313 -0.103 0.040 0.272 0.00

(2)
36
Properties=species:S:1:pos:R:3:forces:R:3:lowdin_charge:R:1 method="wB97M-V/def2-TZVPD" homo_lumo_gap_ev=10.43 smiles=O.O.O.O.O.O.O.O.O.O.O.O e_lumo_ev=-0.6 total_charge=0
O 0.021 0.843 1.012 0.166 -0.269 0.137 -0.05
H 0.027 1.636 0.465 -0.060 0.108 -0.195 0.04
H 0.236 0.132 0.398 0.114 0.228 0.028 0.01
O -3.154 -3.230 -1.730 -0.240 -0.138 0.235 -0.06
H -2.918 -2.297 -1.676 0.238 0.214 -0.108 0.00
H -3.474 -3.443 -0.846 -0.135 -0.052 -0.155 0.03
O -2.229 -0.282 -0.822 -1.182 -0.207 0.611 -0.09
H -2.912 -0.553 -0.199 -0.164 0.276 0.040 0.03
H -1.404 -0.493 -0.371 -0.227 -0.033 -0.406 -0.02
O 1.891 2.875 -1.764 0.166 -0.222 -0.107 -0.06
H 1.392 2.430 -2.459 -0.154 0.165 0.107 0.01
H 2.810 2.789 -2.044 0.006 0.017 0.086 0.04
O -2.935 2.444 2.210 0.053 -0.054 0.168 -0.06
H -2.111 2.888 1.981 -0.066 -0.080 -0.099 0.03
H -2.696 1.870 2.946 0.014 0.122 -0.086 0.03
O -0.578 0.276 -2.429 0.967 0.367 -0.538 -0.05
H -0.919 0.315 -3.329 -0.110 -0.111 0.098 0.06
H 0.366 0.116 -2.542 0.020 -0.024 -0.141 0.04
O -3.579 -1.407 2.513 0.148 0.021 -0.072 -0.05
H -2.981 -1.072 1.836 -0.015 0.085 0.162 0.01
H -3.549 -0.737 3.205 -0.073 -0.083 -0.067 0.04
O -1.100 3.755 -1.355 -0.141 0.085 -0.061 -0.05
H -1.489 4.632 -1.265 0.086 -0.059 0.027 0.04
H -1.606 3.345 -2.065 0.020 -0.124 0.146 0.04
O 3.131 -0.276 4.033 -0.033 -0.016 -0.228 -0.06
H 2.748 0.564 3.755 0.009 -0.015 0.057 0.03
H 2.887 -0.888 3.330 -0.017 0.042 0.159 0.02
O 5.035 -0.096 -0.073 0.028 0.097 0.355 -0.06
H 5.667 -0.605 0.448 0.064 0.094 -0.092 0.04
H 4.220 -0.138 0.440 0.091 0.200 -0.099 0.02
O -0.625 -2.484 -0.747 0.634 0.084 0.397 -0.05
H -1.087 -2.922 -0.023 -0.043 -0.185 -0.142 0.05
H 0.287 -2.423 -0.441 0.026 -0.158 -0.033 0.04
O 3.865 -2.428 -1.005 -0.453 -0.199 0.047 -0.06
H 3.718 -2.327 -0.058 0.149 -0.039 -0.142 0.02
H 3.044 -2.813 -1.330 0.113 -0.138 -0.091 0.03

(3)
36
Properties=species:S:1:pos:R:3:forces:R:3:lowdin_charge:R:1 method="wB97M-V/def2-TZVPD" homo_lumo_gap_ev=8.82 smiles=O.O.O.O.O.O.O.O.O.O.O.O e_lumo_ev=-1.1 total_charge=0
O 1.499 -0.065 2.843 -0.114 -0.516 0.365 -0.04
H 1.153 0.174 1.984 -0.259 0.639 -0.191 -0.02
H 2.359 -0.442 2.659 0.345 -0.105 0.021 0.04
O -2.273 -0.603 0.378 -0.070 -0.017 -0.310 -0.03
H -3.021 -0.174 -0.037 -0.314 0.191 -0.175 0.05
H -2.491 -1.535 0.361 -0.026 -0.358 0.087 0.07
O 1.695 2.929 0.586 0.101 0.644 0.194 -0.06
H 2.579 2.570 0.660 0.170 -0.088 -0.081 0.02
H 1.175 2.213 0.221 -0.082 -0.266 -0.081 -0.03
O 2.700 0.776 -1.615 0.263 0.216 0.071 -0.04
H 1.864 0.572 -2.034 -0.307 0.018 0.014 -0.02
H 3.205 -0.034 -1.680 0.212 -0.238 0.096 0.03
O 1.207 -2.821 -1.742 -0.255 -0.800 -0.234 -0.04
H 0.914 -1.957 -2.031 -0.064 0.561 -0.250 -0.02
H 1.773 -3.132 -2.448 0.164 -0.250 -0.176 0.07
O 0.283 -0.487 -2.642 -0.105 0.265 -0.069 -0.02
H -0.616 -0.585 -2.331 -0.380 0.104 0.233 0.07
H 0.202 -0.418 -3.593 0.075 0.025 -0.438 0.09
O 2.600 -2.819 0.453 1.095 0.315 0.478 -0.08
H 2.114 -2.902 -0.368 -0.223 -0.007 -0.271 -0.06
H 1.926 -2.680 1.118 -0.248 -0.324 0.331 -0.03
O -2.816 2.582 -0.005 -0.299 -0.739 0.228 -0.02
H -3.027 2.979 0.840 0.188 0.245 0.441 0.08
H -3.666 2.358 -0.384 -0.331 0.153 -0.199 0.07
O 0.337 -2.927 2.082 -0.146 -0.161 0.001 -0.03
H -0.405 -3.128 1.511 -0.119 -0.254 -0.160 0.04
H 0.230 -1.999 2.295 0.096 0.654 0.526 0.02
O 0.201 0.595 0.395 0.227 0.100 -0.170 -0.04
H -0.721 0.560 0.142 -0.306 -0.047 0.233 0.01
H 0.535 -0.282 0.207 0.266 -0.315 -0.315 0.04
O -1.216 3.299 -1.959 0.225 0.049 -0.684 -0.05
H -0.895 2.613 -2.546 0.291 0.013 -0.216 0.01
H -1.702 2.828 -1.282 -0.097 0.184 0.461 -0.05
O -2.387 0.943 2.835 -0.118 0.444 0.215 -0.04
H -2.831 0.195 3.235 -0.052 -0.169 0.165 0.03
H -2.485 0.805 1.893 0.194 -0.165 -0.140 -0.03

(4)
36
Properties=species:S:1:pos:R:3:forces:R:3:lowdin_charge:R:1 method="wB97M-V/def2-TZVPD" homo_lumo_gap_ev=10.69 smiles=O.O.O.O.O.O.O.O.O.O.O.O e_lumo_ev=0.0 total_charge=0
O 2.437 1.595 1.681 -0.264 0.609 0.388 -0.05
H 2.241 2.124 2.466 0.197 -0.189 0.029 0.05
H 1.918 2.055 1.007 0.072 -0.403 -0.276 0.03
O 1.232 -4.190 0.510 -0.156 0.814 0.096 -0.04
H 1.800 -4.658 -0.101 -0.043 -0.406 0.141 0.03
H 0.792 -4.791 1.112 0.192 -0.466 -0.188 0.03
O 1.825 2.046 -1.551 0.130 0.288 0.289 -0.06
H 1.356 2.799 -1.161 -0.213 -0.229 -0.133 0.00
H 2.285 2.431 -2.300 0.084 -0.125 -0.200 0.04
O -1.006 -1.604 -2.617 0.888 0.393 0.300 -0.06
H -1.285 -2.196 -1.923 -0.440 -0.702 0.123 0.01
H -0.409 -1.090 -2.045 -0.167 0.406 -0.385 0.04
O -2.454 -1.644 -0.222 -0.422 -0.136 0.144 -0.05
H -2.930 -1.179 0.473 0.134 -0.017 0.036 0.02
H -3.155 -1.890 -0.837 0.018 0.097 -0.061 0.05
O 1.440 -0.543 -4.046 -0.244 -0.310 -0.094 -0.07
H 0.808 -1.156 -3.639 0.091 0.080 0.100 0.00
H 1.154 -0.572 -4.964 0.149 0.170 -0.105 0.03
O -3.275 1.022 2.405 0.393 -0.416 0.733 -0.05
H -2.714 0.237 2.459 0.016 -0.004 -0.481 0.03
H -3.210 1.293 3.335 -0.374 0.384 -0.320 0.05
O 0.686 0.120 4.066 0.003 -0.224 -0.702 -0.07
H -0.059 -0.120 3.498 -0.132 0.114 0.261 0.01
H 1.387 0.051 3.398 0.188 0.180 0.255 0.02
O -4.204 1.446 -0.765 0.169 -0.182 -0.565 -0.05
H -4.134 0.950 0.054 -0.054 0.386 0.301 0.00
H -4.507 2.332 -0.561 -0.074 -0.072 0.334 0.03
O -0.499 3.225 -0.557 -0.891 -0.125 0.029 -0.05
H -1.102 2.535 -0.875 0.559 -0.287 -0.147 0.06
H -1.156 3.828 -0.196 0.313 0.425 0.218 0.05
O 3.520 -0.437 0.058 0.429 0.579 -0.505 -0.06
H 3.831 0.373 0.487 -0.321 -0.239 0.612 0.02
H 3.567 -0.117 -0.855 -0.366 -0.531 -0.112 0.04
O 0.511 -1.123 0.847 0.013 0.290 0.268 -0.06
H 1.465 -0.998 0.721 0.068 0.119 -0.148 0.01
H 0.452 -1.767 1.558 0.056 -0.273 -0.234 0.02

(5)
41
Properties=species:S:1:pos:R:3:forces:R:3:lowdin_charge:R:1 method="wB97M-V/def2-TZVPD" homo_lumo_gap_ev=9.29 e_lumo_ev=5.1 total_charge=-2
S -0.223 0.102 -0.147 0.807 -4.859 0.039 0.44
O 0.041 -0.823 0.963 -0.040 0.470 0.542 -0.36
O 0.138 -0.670 -1.342 -0.263 0.106 -0.904 -0.33
O -1.675 0.323 -0.085 0.223 1.143 -0.803 -0.38
O 0.656 1.214 -0.098 0.089 2.615 0.380 -0.29
O 0.369 0.385 -3.685 0.282 1.680 -2.364 -0.09
H 0.448 0.004 -2.816 0.355 0.360 0.996 -0.06
H 0.916 1.199 -3.797 -0.584 -1.305 0.740 0.05
O 0.455 -1.211 3.472 -1.653 0.166 -1.687 -0.11
H 0.354 -1.037 2.455 0.044 -0.421 2.655 0.00
H 1.375 -1.285 3.631 1.202 -0.023 0.170 -0.03
O 1.025 3.665 0.666 -2.610 -0.668 1.151 -0.07
H 1.830 3.788 0.248 2.322 0.337 -1.260 -0.04
H 0.726 2.751 0.400 0.290 1.112 0.333 0.00
O 2.137 0.970 3.159 -0.348 -0.559 -1.812 -0.12
H 1.355 0.853 2.507 1.934 0.146 1.584 0.07
H 2.874 0.419 2.793 -1.191 0.795 0.192 0.04
O -0.170 -2.578 -3.070 -1.515 2.441 0.875 -0.23
H -1.031 -2.536 -3.605 2.019 0.326 1.444 0.04
H -0.129 -1.672 -2.363 -0.965 -3.436 -2.246 0.05
O 3.078 1.632 -0.987 -2.408 -6.252 -4.462 -0.02
H 3.301 2.316 -0.521 1.805 6.051 4.324 -0.10
H 2.119 1.419 -0.814 1.245 0.246 -0.021 0.01
O 2.880 -1.856 -2.269 -2.083 -1.485 2.066 -0.15
H 2.935 -2.469 -1.438 -0.342 1.739 -2.236 0.07
H 1.863 -1.727 -2.353 2.604 -0.416 0.139 0.03
O -2.435 1.174 2.244 -0.355 3.701 -1.609 -0.16
H -2.530 2.233 2.131 0.416 -3.814 0.340 0.10
H -2.238 0.879 1.287 -0.349 0.549 2.155 -0.02
O 1.643 -2.847 1.186 -1.040 -1.725 -0.580 -0.05
H 1.003 -2.148 0.976 -0.128 0.031 -0.118 -0.02
H 2.432 -2.405 1.378 1.760 1.059 0.417 -0.01
O -3.910 -0.733 -0.415 3.264 -3.796 -2.672 -0.05
H -2.938 -0.492 -0.315 -1.982 0.370 0.038 0.00
H -4.525 -0.204 -0.047 -2.300 3.057 2.189 -0.03
O -2.398 2.648 -0.935 -0.163 -0.743 -1.891 -0.14
H -2.172 1.744 -0.549 -0.301 1.310 -0.919 -0.03
H -2.431 2.490 -1.937 0.158 0.202 2.373 0.06
O -2.425 -2.026 1.770 2.865 1.732 0.453 -0.07
H -1.774 -1.379 1.320 -0.626 -1.458 2.012 0.03
H -2.930 -2.107 1.008 -2.438 -0.785 -2.026 -0.05

(6)
41
Properties=species:S:1:pos:R:3:forces:R:3:lowdin_charge:R:1 method="wB97M-V/def2-TZVPD" homo_lumo_gap_ev=9.02 e_lumo_ev=5.0 total_charge=-2
S -4.177 56.003 19.789 0.486 1.700 -1.871 0.35
O -3.188 56.607 18.884 0.382 -1.206 -2.100 -0.36
O -3.742 56.493 21.043 0.310 -0.230 4.256 -0.31
O -5.440 56.597 19.465 -2.813 1.697 -1.262 -0.34
O -4.361 54.585 19.637 0.689 -1.672 0.362 -0.32
O -1.602 55.131 21.578 3.081 0.417 3.268 -0.09
H -1.328 55.731 22.369 -0.445 -1.761 -2.076 0.08
H -2.392 55.574 21.360 -1.890 0.902 -0.788 -0.09
O -4.946 55.657 23.611 1.092 0.248 -0.480 -0.12
H -5.796 55.277 23.338 0.770 0.419 -0.679 0.03
H -4.341 55.929 22.837 -2.000 -0.691 1.146 0.03
O -7.689 55.571 20.193 0.792 -0.432 -0.992 -0.14
H -7.392 54.870 19.542 -1.211 0.335 1.029 -0.03
H -6.916 56.133 19.944 -1.033 0.085 0.932 -0.03
O -6.535 57.312 16.910 1.150 1.437 -1.430 -0.09
H -5.810 57.893 16.535 -1.275 -1.061 0.503 0.05
H -6.080 56.935 17.660 0.088 -0.427 0.747 -0.02
O -4.278 52.362 21.129 1.751 -3.701 2.648 -0.09
H -3.712 52.327 21.987 -1.852 1.229 -2.666 0.10
H -4.616 53.174 20.825 0.164 2.228 0.309 -0.05
O -0.726 57.238 18.925 -0.575 -1.874 -1.140 -0.14
H -1.701 56.939 18.887 1.441 0.943 0.671 -0.02
H -0.399 56.440 18.437 0.210 1.093 0.659 0.04
O -3.077 58.363 22.940 2.528 -0.190 -0.630 -0.11
H -3.350 57.983 22.080 -0.240 0.172 0.327 0.00
H -2.070 58.338 22.812 -2.197 0.225 0.373 0.07
O -3.422 52.705 18.067 2.964 0.496 -1.602 -0.01
H -3.898 53.325 18.571 -0.855 1.260 1.251 -0.06
H -3.897 51.933 17.950 -1.586 -2.092 -0.082 -0.02
O -3.262 59.251 19.262 2.475 -0.166 1.476 -0.02
H -4.017 59.387 18.782 -3.337 1.414 -1.720 -0.03
H -3.226 58.303 19.100 0.795 -0.607 0.378 -0.03
O -6.674 53.769 18.619 1.065 1.459 -0.674 -0.03
H -6.956 52.887 18.646 -0.271 -1.901 0.262 0.03
H -5.762 53.882 18.989 -0.729 -0.117 -0.225 0.02
O -6.602 58.881 20.187 -0.501 -4.526 -4.000 -0.17
H -6.051 57.908 19.857 -1.290 3.750 1.838 0.10
H -6.236 59.392 20.843 1.985 1.103 2.291 -0.07
O -3.134 56.694 16.201 0.526 3.837 2.996 -0.07
H -3.134 56.568 17.220 -0.055 0.868 -1.520 0.03
H -3.226 55.835 15.986 -0.588 -4.663 -1.786 -0.05